335
Properties=species:S:1:pos:R:3:forces:R:3:mulliken_charge:R:1 method="wB97M-V/def2-TZVPD" e_tot_ha=-6048.75455 charge=0 gap_ev=8.657 lumo_energy_ev=0.56 homo_energy_ev=-8.1
C -6.43730 -6.84259 7.41755 1.3 0.0 -1.2 -1.1726
C -6.58376 -6.79168 8.91707 -0.4 -0.1 -1.1 0.8767
O -7.85471 -7.33221 9.14512 -0.6 -0.6 1.2 0.4351
H -7.33356 -6.52457 6.88494 -0.1 0.6 0.4 0.0700
H -6.27844 -7.82260 6.96761 0.0 -0.6 0.7 0.3414
H -5.57469 -6.30385 7.02543 -0.1 0.5 0.1 0.2747
H -6.59990 -5.75837 9.26364 0.5 0.2 0.1 -0.7296
H -5.84797 -7.38733 9.45738 0.0 0.1 0.0 0.3638
H -8.45126 -6.71606 8.71374 -0.6 0.1 -0.2 -0.7072
C -3.41093 -6.85328 13.72857 0.3 0.8 -0.9 1.7783
C -1.90359 -6.71496 13.62615 -1.0 0.8 0.5 -0.8850
O -1.36480 -7.68114 14.47879 1.2 -0.7 -0.3 -0.4565
H -3.79499 -6.47146 14.67452 0.1 -0.9 0.3 -0.5034
H -3.63649 -7.87698 13.42983 -0.5 0.0 0.6 -0.4318
H -3.90652 -6.18196 13.02727 0.2 0.0 -0.4 -0.1787
H -1.59415 -5.76882 14.07018 0.0 0.6 -0.8 0.5646
H -1.54834 -6.86856 12.60718 0.0 0.3 -0.1 0.0485
H -0.41319 -7.56319 14.43286 0.2 -0.3 0.3 0.2176
C -6.69455 -6.79588 12.64198 1.0 0.2 -0.7 1.2899
C -7.43120 -6.02912 13.70378 0.7 -0.8 0.9 0.9120
O -7.78238 -6.94451 14.74328 0.3 1.2 0.6 0.9165
H -5.86671 -7.36801 13.06085 -0.4 -0.4 0.4 -0.9374
H -6.13741 -6.15455 11.95905 -0.3 0.4 -0.4 0.0096
H -7.33948 -7.44085 12.04517 0.0 0.0 0.1 -0.5967
H -8.25152 -5.46785 13.25640 -0.5 0.0 0.2 -0.5354
H -6.79301 -5.32267 14.23457 0.2 0.3 -0.4 -0.2442
H -8.41919 -7.55661 14.36725 -0.8 -0.6 -0.6 -0.7359
C -12.76720 -11.61234 14.33939 0.5 -0.4 -0.1 -0.9479
O -12.41883 -10.74384 15.38115 0.3 -0.4 2.7 -0.2004
C -11.85346 -11.42971 16.57169 0.4 0.6 -0.1 -1.0915
C -11.57066 -10.42613 17.72022 -1.2 0.0 -1.4 0.5393
N -12.82983 -9.80084 18.10440 0.5 -0.6 1.0 -0.4880
C -12.44597 -8.72243 19.01594 -0.7 1.1 -0.9 -0.2643
C -13.68492 -7.93725 19.43310 0.2 0.3 2.5 -0.7449
O -13.35475 -6.88785 20.42066 1.1 -0.6 -1.8 -0.1752
C -14.43813 -6.17526 20.92985 -0.5 0.3 -0.4 -0.9383
H -11.96051 -11.48984 13.61665 -0.4 -0.2 -0.7 0.2895
H -13.77001 -11.41151 13.96237 0.2 0.5 -0.2 0.2337
H -12.79807 -12.66914 14.60456 0.2 -0.1 0.4 0.4004
H -10.91685 -11.91484 16.29692 0.2 0.0 -0.3 0.4070
H -12.51760 -12.21279 16.93748 -0.4 0.1 -0.2 0.6505
H -10.90015 -9.64537 17.36114 0.4 0.0 -0.2 -0.5501
H -11.11826 -10.81022 18.63450 0.1 -0.7 -0.4 0.4106
H -13.21499 -9.45269 17.23806 -0.3 0.5 0.1 0.4765
H -11.78903 -8.08185 18.42756 0.2 0.8 0.0 -0.1320
H -11.78281 -9.02061 19.82798 -0.6 -0.6 0.3 0.3599
H -14.36426 -8.49746 20.07557 -0.2 -1.0 -0.8 0.5064
H -14.19142 -7.59388 18.53107 -0.1 0.5 0.1 0.3531
H -15.33925 -6.29293 20.32799 -0.2 -0.2 -0.1 0.4211
H -14.20687 -5.11194 20.86693 0.1 0.1 0.4 0.2484
H -14.67576 -6.48540 21.94742 0.1 0.1 0.2 0.2687
C -5.62764 -2.18600 8.44226 0.3 -0.6 -0.9 -0.8193
O -4.84403 -2.88291 7.47154 0.1 1.0 0.7 0.1993
C -4.16050 -1.95750 6.63473 0.7 -1.9 -0.9 -0.8761
C -3.42564 -2.93956 5.64391 -0.2 0.5 -0.3 -0.5685
N -4.33370 -3.75361 4.86898 -0.3 0.2 -1.1 -0.3687
C -3.73170 -4.91447 4.19152 -2.3 -0.5 0.4 -0.4208
C -4.91378 -5.70560 3.50895 0.9 0.2 -0.2 -0.9142
O -5.81980 -6.24283 4.45469 0.1 -0.3 -0.3 -0.1111
C -6.94177 -6.86342 3.84210 -0.5 0.6 0.4 -0.5180
H -6.38702 -1.63847 7.88400 -0.5 0.0 0.3 0.5210
H -5.03657 -1.45186 8.98977 0.2 0.0 0.2 0.4369
H -6.01418 -2.96347 9.10121 -0.3 0.3 0.1 -0.1397
H -3.45348 -1.32612 7.17286 0.4 -0.3 0.3 0.4287
H -4.86611 -1.24147 6.21341 -0.2 -0.2 -0.7 0.4257
H -2.75623 -3.61129 6.18128 0.2 0.1 0.9 0.2418
H -2.77179 -2.46118 4.91471 0.0 0.6 0.1 0.3701
H -5.14129 -4.05940 5.39280 0.1 -0.1 0.2 0.2197
H -3.26644 -5.54192 4.95174 0.3 -0.5 0.0 0.2392
H -2.99364 -4.69921 3.41884 -0.1 0.5 0.1 0.4086
H -4.54326 -6.49491 2.85489 0.5 -0.5 0.2 0.4917
H -5.43014 -5.07740 2.78312 -0.2 0.6 0.3 0.4067
H -6.75091 -7.63216 3.09329 0.6 -0.1 0.0 0.3817
H -7.57850 -6.11086 3.37698 0.0 0.3 -0.3 0.3720
H -7.57260 -7.30461 4.61379 0.3 -0.1 0.2 -0.2348
C -10.93162 -10.72714 5.67128 -0.1 0.3 0.6 -0.7309
O -11.10694 -9.36072 6.07292 -0.7 -0.2 0.3 -0.4007
C -10.31125 -8.48713 5.24742 -0.1 -0.8 0.2 -0.7511
C -10.50583 -7.01750 5.63490 -0.6 -0.1 -0.3 -0.7176
N -10.29903 -6.81382 7.02010 1.1 1.0 1.4 0.2131
C -10.87413 -5.50569 7.49224 -1.5 -2.0 0.6 -1.3806
C -10.82553 -5.23653 8.99153 2.6 0.0 -0.9 -0.0098
O -9.42644 -4.82489 9.18655 -0.9 0.2 0.4 -0.1965
C -9.05017 -4.62508 10.54397 -0.1 -1.1 0.0 0.5296
H -11.60516 -11.43558 6.15351 -0.5 0.7 0.4 0.2165
H -9.96084 -11.06684 6.03224 0.5 0.0 -0.7 0.3184
H -11.14527 -10.86317 4.61111 0.6 0.1 -0.2 0.3288
H -10.67983 -8.70192 4.24437 0.5 0.5 -0.4 0.4678
H -9.30498 -8.88228 5.38653 0.5 0.5 -0.3 0.3979
H -11.54678 -6.78431 5.41095 -0.4 0.1 -0.5 0.4672
H -9.88708 -6.26029 5.15335 0.2 -0.5 -0.9 0.3401
H -10.58613 -7.68489 7.44306 -0.5 0.5 1.1 -0.0537
H -11.94877 -5.57819 7.32493 -0.5 0.3 -0.6 0.6047
H -10.49619 -4.64098 6.94677 0.3 -0.3 -0.1 0.3543
H -11.01961 -6.13853 9.57190 -0.1 -0.1 0.1 -0.0368
H -11.54844 -4.46255 9.24931 0.2 0.2 0.2 0.5558
H -9.44133 -5.46204 11.12241 -0.5 0.1 0.4 -0.3308
H -9.33628 -3.65951 10.96102 -0.1 0.0 0.0 0.4499
H -7.98335 -4.80994 10.66968 0.3 0.5 -0.4 -0.7936
C -4.36870 -11.69310 15.38107 0.6 -0.5 -0.6 -1.2849
O -2.93631 -11.47850 15.31723 -0.4 -1.0 0.0 -0.2556
C -2.11406 -12.64426 15.61667 -0.6 0.3 0.9 -0.4552
C -0.64621 -12.28042 15.76081 0.8 0.8 -0.9 -0.9784
N -0.28848 -11.24839 16.74104 -0.1 -1.1 1.8 -0.3029
C -0.28828 -11.83478 18.15196 -0.4 -0.4 -1.2 -0.3674
C 0.23994 -11.05605 19.36225 0.0 0.8 -0.6 -0.5059
O -0.15370 -11.74025 20.53470 0.5 -0.7 -0.2 -0.3654
C 0.85551 -12.66734 20.91509 -0.3 0.1 1.3 -0.7194
H -4.76410 -12.03873 16.33621 0.5 -0.1 0.3 0.5687
H -4.64388 -12.42602 14.62265 0.0 -0.3 0.0 0.6347
H -4.94234 -10.80774 15.10688 0.6 0.5 0.1 -0.1411
H -2.27195 -13.43670 14.88509 0.0 0.0 -0.3 0.4403
H -2.40336 -13.03309 16.59300 -0.5 -0.2 0.1 0.3672
H -0.27276 -11.89780 14.81095 -0.2 0.1 -0.4 0.2577
H -0.02223 -13.16027 15.91771 -0.3 -0.3 0.2 0.5235
H -1.07724 -10.61849 16.70674 0.1 0.9 0.3 0.1908
H 0.26600 -12.77288 18.12286 0.5 0.0 -0.3 0.3305
H -1.27303 -12.22803 18.40440 -0.5 0.5 0.3 0.2804
H -0.07971 -10.01790 19.45255 -0.7 -0.1 -0.3 0.2866
H 1.32123 -10.92634 19.31657 0.3 -0.4 0.0 0.3507
H 1.29973 -13.24276 20.10289 0.1 0.3 -0.2 0.3040
H 0.47069 -13.38705 21.63761 -0.6 -0.1 -0.2 0.2543
H 1.58260 -12.13124 21.52504 0.6 0.1 -0.4 0.2968
C -12.82239 -5.03970 16.70088 1.2 -0.5 -0.6 0.1056
O -11.75179 -4.19102 17.09728 -0.2 0.0 0.9 -0.6131
C -10.53898 -4.46240 16.40220 0.0 1.2 -0.1 0.5642
C -9.34023 -3.64068 16.99723 -1.5 -3.3 0.0 -0.5870
N -9.48382 -2.27341 16.79911 0.8 2.4 0.0 0.2709
C -8.43958 -1.58062 17.58623 -1.4 2.7 -1.1 -0.4272
C -8.69596 0.00198 17.45691 0.4 -1.4 1.2 -0.8111
O -9.96238 0.27964 18.05562 0.5 0.1 -1.4 -0.2736
C -10.01327 1.51991 18.71558 -1.4 -0.3 0.9 -0.8898
H -13.76808 -4.83837 17.20411 0.4 0.4 0.1 0.4144
H -12.50842 -6.06888 16.87502 -0.2 -0.4 0.4 -0.2708
H -12.92290 -5.01436 15.61582 -0.4 0.3 -0.2 -0.0956
H -10.75641 -4.10309 15.39636 0.5 0.0 -0.6 -0.3723
H -10.31806 -5.52617 16.31453 0.1 -0.2 0.4 -0.0207
H -8.44215 -4.05495 16.53905 0.2 0.1 -0.2 -0.3950
H -9.25451 -3.87682 18.05789 0.0 -0.4 0.3 0.6666
H -10.35831 -1.96909 17.20254 -0.4 0.0 -0.1 0.3702
H -7.45455 -1.80342 17.17615 0.1 -0.2 0.3 0.2557
H -8.56453 -1.80052 18.64648 0.5 -0.3 0.2 0.2757
H -8.57807 0.36835 16.43712 -0.5 -0.2 -0.3 0.2514
H -7.98081 0.57268 18.04933 0.6 -0.3 0.1 0.5684
H -11.07778 1.65387 18.90788 -0.1 0.0 0.4 0.2311
H -9.74711 2.45784 18.22820 0.7 -0.4 -0.7 0.3223
H -9.50644 1.40843 19.67412 0.2 0.4 0.1 0.3658
C -13.02548 -5.43674 12.79456 0.6 -0.8 0.2 -0.6133
O -12.64196 -6.67327 13.39194 0.1 -0.9 -0.2 -0.5247
C -11.35311 -7.16317 12.92315 -0.5 1.8 0.9 0.5914
C -10.92325 -8.39227 13.66266 -0.6 -0.2 -0.5 -0.5236
N -9.50463 -8.58988 13.44970 0.7 -0.3 0.8 1.0103
C -9.10352 -9.88490 13.97077 1.6 -1.5 -0.5 -0.3816
C -7.55559 -10.22184 13.80319 -1.5 0.9 -0.1 -0.4122
O -7.20446 -10.27752 12.42086 0.6 0.0 -0.3 -0.5897
C -5.82314 -10.57801 12.14066 -0.1 0.3 0.8 -0.3048
H -13.07406 -5.63551 11.72394 0.1 0.7 -0.3 0.4485
H -12.31542 -4.66918 13.10240 0.4 0.2 -0.5 0.0741
H -13.98829 -5.07020 13.15056 -0.1 -0.6 0.1 0.3147
H -10.66227 -6.36773 13.20265 0.5 0.2 -0.2 -0.3052
H -11.26398 -7.32482 11.84890 -0.5 0.1 -0.3 -0.0245
H -11.41776 -9.24961 13.20602 -0.6 -0.2 0.4 -0.2075
H -11.18612 -8.26708 14.71306 0.1 -0.3 0.1 0.3446
H -9.37108 -8.67405 12.45211 0.0 0.3 -0.5 -0.6457
H -9.62359 -10.69551 13.46034 -0.4 -0.2 -0.2 0.2024
H -9.33578 -10.01736 15.02746 0.0 0.4 0.2 -0.0426
H -7.34642 -11.18946 14.25933 0.0 -0.1 0.3 0.8789
H -7.07154 -9.40356 14.33630 0.7 0.0 -0.1 -0.2896
H -5.57429 -10.59806 11.07963 -0.7 -0.1 -0.1 0.6082
H -5.51120 -11.52200 12.58750 -0.3 -0.3 0.0 0.2007
H -5.15179 -9.82874 12.56017 -0.1 0.4 0.3 -0.2271
C -3.83353 -3.37467 11.44710 1.0 -0.1 0.1 -0.1233
O -2.90790 -4.42701 11.08163 -0.7 0.6 0.3 -0.5067
C -3.31555 -5.06661 9.90302 0.6 -1.4 -0.9 -0.2629
C -2.36849 -6.23433 9.52104 -0.7 0.5 0.8 -0.5547
N -1.00522 -5.77955 9.33667 0.2 0.3 0.4 -0.3239
C -0.16448 -6.79690 8.78024 1.4 -1.1 0.0 -0.5219
C 1.35884 -6.41824 8.65467 -1.5 -0.4 0.7 -0.7240
O 1.84460 -6.04375 9.94818 0.5 1.0 -0.8 -0.2919
C 2.94675 -5.10261 9.79562 -1.5 -0.7 0.8 -0.7403
H -4.76001 -3.67668 11.93549 0.0 -0.7 -0.1 -0.0399
H -4.11137 -2.76197 10.58948 0.2 0.0 -0.1 -0.0212
H -3.30302 -2.76830 12.18125 0.0 0.1 -0.2 0.3332
H -3.31173 -4.39179 9.04703 -0.5 0.3 0.1 0.3610
H -4.26756 -5.57017 10.07092 -0.6 0.3 -0.2 0.2374
H -2.72846 -6.81558 8.67212 -0.1 0.6 -0.5 0.7544
H -2.50867 -6.96313 10.31935 0.5 -0.4 0.6 -0.4203
H -0.63880 -5.69915 10.27442 0.1 0.9 0.2 0.3607
H -0.61838 -7.14594 7.85275 0.4 0.0 -0.3 0.5252
H -0.15348 -7.65073 9.45769 -0.1 -0.6 0.1 0.0359
H 1.43728 -5.63550 7.90018 0.4 0.3 0.1 0.4240
H 1.98223 -7.28333 8.42866 -0.4 -0.2 -0.9 0.3850
H 2.49027 -4.17147 9.45992 0.4 0.3 0.0 0.3263
H 3.70484 -5.44440 9.09093 0.0 -0.1 0.0 0.2923
H 3.34839 -5.01654 10.80526 0.2 0.2 -0.2 0.2204
C -7.83673 -5.36752 25.62925 1.0 -1.2 -0.3 -0.8116
O -8.32232 -4.91783 24.40809 -0.8 0.6 -1.1 -0.3149
C -9.72993 -5.09844 24.32421 -0.7 -0.3 1.4 -0.6978
C -10.36984 -4.90407 22.98693 1.6 -0.4 -1.2 -0.5211
N -9.75119 -5.85893 22.04582 -0.1 0.1 -0.3 -0.2046
C -10.07767 -5.63997 20.62662 -0.2 -2.0 -0.1 0.0306
C -9.18760 -6.47392 19.66622 0.3 1.6 1.1 -0.3578
O -7.98929 -5.73235 19.43975 0.4 -0.3 -0.4 0.2156
C -6.83550 -5.94736 20.23970 0.2 0.3 -0.9 -0.7769
H -7.97186 -6.44589 25.71274 -0.6 -0.3 0.2 0.3615
H -8.27123 -4.90519 26.51557 0.1 0.4 0.0 0.2945
H -6.75062 -5.33099 25.54478 0.0 0.8 0.5 0.2754
H -10.21469 -4.40305 25.00944 -0.1 0.2 0.3 0.4557
H -9.96045 -6.09380 24.70396 -0.1 -0.3 -0.1 0.3867
H -10.13544 -3.87989 22.69673 -0.3 0.4 -0.3 0.3233
H -11.45096 -5.04031 23.01366 0.1 0.0 0.2 0.3034
H -8.75260 -5.75502 22.15589 0.1 0.0 0.1 0.1574
H -10.07215 -4.57931 20.37545 -0.1 0.0 -0.4 0.5805
H -11.03172 -6.12521 20.42064 -0.7 0.7 0.4 -0.2828
H -9.68014 -6.60663 18.70295 -0.1 0.4 -0.1 -0.7630
H -9.03277 -7.48897 20.03201 0.3 0.0 0.4 0.8224
H -6.87745 -5.55188 21.25456 -0.4 -0.3 0.3 0.2553
H -6.04646 -5.36693 19.76155 0.0 0.0 -0.1 0.1582
H -6.49078 -6.97958 20.17825 -0.2 -0.2 0.4 0.2444
C -8.05432 -8.93923 17.58547 0.7 -0.7 1.1 0.4832
O -8.70146 -10.14900 17.99609 -0.2 -0.5 -0.4 0.1060
C -7.83824 -11.25950 18.28989 0.4 1.0 -0.6 -0.2656
C -8.60764 -12.49738 18.66392 0.6 -0.5 -0.3 -0.6314
N -7.75935 -13.70602 18.61745 -1.0 -1.2 0.2 -0.2656
C -8.44772 -14.86370 19.26631 1.0 0.0 0.0 -0.6760
C -7.48039 -16.05697 19.55788 -1.7 1.2 0.2 -0.6885
O -6.60757 -15.64691 20.59593 0.7 -1.0 -0.5 -0.3160
C -5.43391 -16.48231 20.63232 -0.2 1.1 0.5 -0.7303
H -7.40406 -8.66723 18.41690 0.1 0.6 0.1 0.2789
H -8.77919 -8.14559 17.40437 -0.1 -0.3 0.0 -0.3718
H -7.37715 -9.02607 16.73577 -0.2 -0.4 -0.4 -0.3499
H -7.15247 -10.98668 19.09201 0.2 0.1 0.2 0.3787
H -7.23482 -11.47885 17.40906 0.2 -0.1 -0.2 0.0114
H -9.36253 -12.67692 17.89841 -0.4 0.2 0.2 0.0985
H -9.07331 -12.33341 19.63570 -0.2 -0.2 0.2 0.2980
H -6.81935 -13.68374 18.98623 -0.1 0.8 0.4 0.2919
H -9.31569 -15.18814 18.69232 0.2 -0.1 -0.5 0.3847
H -8.88501 -14.57358 20.22167 0.1 0.1 0.4 0.3411
H -7.00655 -16.41361 18.64334 0.5 0.2 0.0 0.3958
H -8.09624 -16.87701 19.92716 -0.1 -0.3 0.0 0.4264
H -4.88352 -16.19313 21.52762 0.2 0.3 -0.2 0.2489
H -4.86968 -16.25538 19.72775 0.3 -0.4 0.0 0.3016
H -5.59695 -17.55086 20.77276 -0.6 -0.1 -0.4 0.2974
C -2.14957 -10.09176 11.94702 0.2 0.1 -0.9 -0.1932
O -2.46283 -11.22831 11.14560 -0.3 -1.2 0.5 -0.3966
C -2.63332 -12.51626 11.80670 1.2 -0.3 -0.8 0.5065
C -2.68196 -13.68566 10.76462 0.1 1.5 0.1 -1.2157
N -1.42092 -13.96289 10.06127 0.2 -0.1 0.5 -0.3441
C -1.61042 -14.99423 9.04827 0.0 0.2 -0.3 -0.6665
C -0.39436 -15.17113 8.12583 -1.5 -0.5 0.1 -0.6393
O -0.37517 -14.11387 7.18829 -0.2 0.2 1.4 -0.2815
C 0.64827 -14.25024 6.27872 0.6 0.5 -1.0 -0.7436
H -2.95135 -9.77299 12.61308 0.1 -0.5 0.4 -0.1028
H -2.02359 -9.26878 11.24350 -0.2 0.0 -0.3 -0.0301
H -1.17036 -10.14842 12.42246 -0.1 -0.4 0.5 0.3873
H -3.49991 -12.54907 12.46703 -0.3 0.2 -0.2 -0.0974
H -1.77940 -12.77559 12.43252 0.4 0.5 0.2 0.1588
H -3.46745 -13.39896 10.06540 -0.4 -0.2 -0.3 0.4761
H -2.98573 -14.59394 11.28505 0.0 0.0 0.1 0.3912
H -1.11193 -13.16390 9.52625 -0.1 0.5 0.3 0.2719
H -2.46826 -14.67530 8.45624 -0.2 -0.3 -0.6 0.3504
H -1.88600 -15.94603 9.50240 0.2 -0.1 0.2 0.3979
H -0.52631 -16.07026 7.52394 -0.2 -0.5 0.1 0.4783
H 0.49602 -15.35309 8.72767 0.4 0.7 0.0 0.3425
H 1.63216 -14.00217 6.67689 0.2 0.1 0.3 0.2978
H 0.42817 -13.54344 5.47867 0.2 -0.1 -0.2 0.2340
H 0.72146 -15.26067 5.87650 -0.2 -0.2 -0.2 0.3085
C -7.30319 -1.40482 11.73455 1.7 0.7 0.0 -1.5221
C -7.53173 -2.26190 12.96631 -1.6 -1.1 -0.7 1.1792
C -6.68097 -2.12197 14.22117 0.4 1.1 -1.6 0.1936
O -5.31180 -2.14091 13.81985 -0.2 0.0 1.1 -0.2409
C -4.40479 -2.08254 14.90579 0.9 -0.9 0.0 -0.6877
N -8.95916 -2.18189 13.30838 -0.3 0.3 -0.4 1.2443
H -6.29742 -1.58230 11.35374 0.4 0.0 0.3 0.1913
H -7.30424 -0.33499 11.94328 -0.5 0.1 -0.1 0.4951
H -7.86449 -1.65323 10.83381 -0.8 0.0 0.6 0.3190
H -7.38511 -3.25358 12.53833 0.1 -0.5 0.5 -1.1867
H -6.99283 -2.92193 14.89267 0.4 -0.1 0.3 -0.1706
H -6.89211 -1.14505 14.65607 -0.2 0.1 0.4 0.4846
H -3.46003 -2.46469 14.51915 0.1 -0.1 -0.1 0.2992
H -4.66473 -2.73806 15.73695 -0.4 -0.3 0.0 0.1229
H -4.13584 -1.13769 15.37805 -0.7 0.7 -0.5 0.2832
H -9.29513 -2.77086 14.05694 0.4 -0.3 0.3 -1.1343
H -9.19052 -1.24373 13.60237 0.0 0.3 0.1 0.4012
C -4.05680 -9.22648 18.31434 0.5 0.2 0.1 -1.0723
C -3.53937 -8.32542 17.18227 -0.5 -0.1 0.3 2.1003
C -3.06076 -6.91483 17.63863 -0.4 -0.3 -0.8 -1.1069
O -4.11797 -6.02518 18.00306 0.9 -0.2 1.4 -0.4364
C -5.01314 -5.60953 16.99815 0.7 -1.1 0.4 0.2040
N -2.49263 -9.05270 16.49336 1.4 0.5 0.4 -0.4527
H -4.83743 -8.88270 18.99297 -0.5 0.4 -0.6 0.0512
H -3.25232 -9.42974 19.02117 0.4 -0.3 -0.3 0.3535
H -4.35592 -10.13438 17.79056 -0.2 -0.3 0.5 0.1375
H -4.35661 -8.20262 16.47154 -0.5 0.5 0.0 -0.9001
H -2.46316 -6.48278 16.83594 -0.1 0.2 -0.5 0.2992
H -2.34349 -6.96148 18.45804 -0.4 -0.2 0.4 0.3264
H -4.40330 -5.22440 16.18092 -0.4 0.3 -0.4 -0.1105
H -5.68010 -4.86510 17.43299 0.1 0.0 -0.1 -0.0403
H -5.56399 -6.51431 16.74117 -0.5 0.4 -0.8 0.2618
H -2.68050 -9.90908 15.99194 -1.1 -0.1 0.6 0.6111
H -2.03774 -8.51634 15.76845 -0.1 0.5 0.5 0.1794
C -12.51658 -1.57117 14.03320 -0.4 0.3 -0.5 -0.9468
C -12.88457 -0.98188 12.63446 1.2 -0.3 1.5 0.7906
C -14.05814 0.01663 12.68977 0.4 -1.6 -1.4 -0.7400
O -15.21511 -0.71858 13.02150 0.2 -0.6 0.8 -0.2389
C -16.39760 -0.03751 12.67978 1.0 0.3 0.0 -0.7982
N -11.64420 -0.34045 12.13518 -0.5 0.1 0.0 -0.7859
H -13.38013 -1.96851 14.56660 -0.2 0.3 0.0 0.4863
H -12.01551 -0.80639 14.62662 0.0 -0.1 0.1 0.4086
H -11.85613 -2.43022 13.91517 0.3 0.1 -0.1 -0.3943
H -13.08104 -1.87810 12.04600 -0.9 0.2 -0.4 0.1509
H -14.21345 0.33869 11.66009 0.2 0.6 -0.3 0.3777
H -13.84724 0.89229 13.30365 -0.1 -0.1 0.4 0.3684
H -16.29199 0.93488 13.16081 -0.9 0.3 0.0 0.3166
H -17.26508 -0.61676 12.99608 0.1 0.2 0.1 0.2168
H -16.38857 0.10769 11.59953 -0.4 0.1 -0.2 0.3218
H -11.71838 -0.11083 11.15442 -0.3 0.3 -0.2 0.2845
H -10.93088 -1.05549 12.13554 0.4 -0.2 0.3 0.0140
C -8.44362 -10.98210 8.82518 -0.7 -0.5 0.5 -1.1101
C -9.65902 -10.57117 9.69362 0.5 -0.1 0.1 0.3171
C -10.05036 -11.65492 10.69920 0.5 -0.2 -1.1 0.0160
O -10.30415 -12.88458 10.07086 -1.2 -0.7 -1.6 -0.4962
C -11.52002 -12.84770 9.26760 0.2 -0.5 0.8 -0.5064
N -9.29729 -9.41422 10.51512 -0.6 0.2 -0.2 0.7959
H -8.52804 -11.99333 8.42721 -0.3 0.0 -0.3 0.4255
H -7.56576 -11.04777 9.46796 0.2 0.4 0.0 -0.0071
H -8.34056 -10.24308 8.03062 0.4 -0.1 0.0 0.0640
H -10.49488 -10.39325 9.01703 -0.1 0.6 0.1 0.6581
H -10.93908 -11.43336 11.29013 0.2 0.7 0.4 0.2216
H -9.12397 -11.78469 11.25871 -0.3 -0.3 0.7 -0.0160
H -12.39499 -12.76465 9.91229 -0.1 0.2 0.3 0.2609
H -11.66514 -13.79467 8.74772 0.5 -0.1 0.1 0.3443
H -11.60649 -12.05417 8.52535 0.5 0.2 0.1 0.1046
H -8.51500 -9.72175 11.07507 0.2 -0.3 0.3 -0.4608
H -8.84976 -8.70534 9.95182 -0.2 0.3 -0.4 -0.1453